DFT (ωB97M-V with the def2-TZVPD basis set) results for a 17-piece molecular cluster, C45H79Br32NO4 overall in a non-equilibrium geometry.

Geometry (Å):
C: 4.235 -3.729 0.939
C: 3.724 -2.774 -0.088
O: 4.199 -1.477 0.231
C: 3.213 -0.476 0.196
C: 2.237 -0.601 1.323
O: 1.110 0.180 0.975
C: -0.135 -0.341 1.413
C: -0.752 -1.157 0.332
C: -0.267 -1.205 -0.904
C: -0.817 -1.948 -1.843
C: -1.878 -2.683 -1.611
C: -2.396 -2.642 -0.390
C: -1.840 -1.885 0.566
C: -2.624 -2.049 1.792
O: -2.469 -1.534 2.877
N: -3.688 -2.961 1.515
C: -3.553 -3.356 0.178
O: -4.279 -4.145 -0.392
H: 3.912 -4.736 0.726
H: 5.307 -3.691 0.972
H: 3.840 -3.433 1.894
H: 2.648 -2.809 -0.140
H: 4.067 -3.041 -1.077
H: 2.663 -0.432 -0.738
H: 3.723 0.467 0.303
H: 2.751 -0.227 2.208
H: 1.984 -1.643 1.488
H: 0.032 -1.015 2.243
H: -0.842 0.410 1.764
H: 0.590 -0.610 -1.111
H: -0.380 -1.943 -2.823
H: -2.314 -3.300 -2.366
H: -3.590 -3.728 2.170
Br: 4.850 0.763 3.110
C: 4.873 2.516 3.963
C: 3.577 3.217 3.719
Br: 3.471 3.970 1.927
H: 5.732 3.065 3.592
H: 5.015 2.306 5.021
H: 3.458 4.072 4.380
H: 2.739 2.551 3.838
Br: -2.911 1.633 1.999
C: -3.583 2.171 3.744
C: -2.650 3.162 4.363
Br: -1.102 2.210 5.038
H: -3.696 1.274 4.345
H: -4.562 2.605 3.554
H: -3.096 3.652 5.226
H: -2.306 3.914 3.666
Br: 0.129 -5.118 -3.314
C: -0.905 -6.715 -2.937
C: -1.181 -6.828 -1.463
Br: 0.381 -7.448 -0.479
H: -0.363 -7.563 -3.342
H: -1.829 -6.585 -3.481
H: -1.953 -7.567 -1.274
H: -1.478 -5.883 -1.020
Br: 0.247 -1.106 -5.081
C: -0.461 -1.691 -6.808
C: -1.948 -1.468 -6.989
Br: -3.059 -2.799 -6.106
H: -0.184 -2.734 -6.920
H: 0.091 -1.089 -7.525
H: -2.204 -1.578 -8.040
H: -2.273 -0.496 -6.634
Br: -4.872 -5.346 -4.561
C: -5.866 -5.635 -6.214
C: -5.309 -6.791 -7.001
Br: -3.653 -6.326 -7.910
H: -5.847 -4.696 -6.759
H: -6.887 -5.852 -5.903
H: -5.999 -7.079 -7.790
H: -5.090 -7.652 -6.377
Br: 5.546 0.210 7.007
C: 7.163 -0.858 7.185
C: 7.949 -0.901 5.902
Br: 7.139 -2.099 4.605
H: 6.855 -1.842 7.520
H: 7.739 -0.372 7.969
H: 8.943 -1.302 6.081
H: 8.031 0.071 5.426
Br: 3.909 3.969 -1.945
C: 4.395 5.755 -2.528
C: 5.523 6.250 -1.678
Br: 4.927 6.801 0.093
H: 3.508 6.378 -2.480
H: 4.709 5.658 -3.563
H: 5.983 7.136 -2.109
H: 6.277 5.489 -1.530
Br: 4.844 5.602 -6.705
C: 6.498 4.607 -6.943
C: 6.776 3.736 -5.749
Br: 7.424 4.777 -4.241
H: 7.282 5.333 -7.131
H: 6.348 3.999 -7.831
H: 7.565 3.021 -5.967
H: 5.894 3.205 -5.405
Br: -8.750 -1.692 -5.744
C: -9.066 -2.527 -4.015
C: -8.564 -3.942 -3.987
Br: -9.746 -5.153 -4.954
H: -10.130 -2.454 -3.819
H: -8.521 -1.920 -3.297
H: -8.537 -4.321 -2.969
H: -7.584 -4.045 -4.434
Br: -0.329 6.149 5.813
C: 0.148 7.263 4.291
C: -1.064 7.812 3.593
Br: -1.934 6.471 2.482
H: 0.775 6.659 3.642
H: 0.740 8.073 4.713
H: -0.781 8.605 2.905
H: -1.810 8.184 4.287
Br: -6.302 8.647 6.450
C: -4.852 8.041 5.305
C: -5.361 7.298 4.100
Br: -5.938 5.498 4.560
H: -4.195 7.437 5.922
H: -4.332 8.946 4.998
H: -4.564 7.167 3.373
H: -6.207 7.786 3.628
Br: 1.170 8.170 8.579
C: 2.535 6.922 9.185
C: 3.699 6.862 8.231
Br: 3.274 5.829 6.637
H: 2.050 5.962 9.316
H: 2.857 7.301 10.152
H: 4.539 6.347 8.689
H: 4.016 7.843 7.896
Br: -4.124 -7.344 0.988
C: -5.591 -7.527 -0.281
C: -5.567 -8.871 -0.962
Br: -4.169 -8.938 -2.314
H: -5.504 -6.696 -0.975
H: -6.500 -7.416 0.307
H: -6.498 -9.045 -1.497
H: -5.389 -9.695 -0.279
Br: 7.255 3.252 -0.797
C: 8.122 1.518 -0.757
C: 8.464 1.060 -2.150
Br: 6.895 0.437 -3.124
H: 7.457 0.847 -0.237
H: 9.028 1.654 -0.171
H: 9.138 0.207 -2.114
H: 8.905 1.848 -2.751
Br: 1.025 4.627 -8.144
C: 0.416 5.430 -6.481
C: 0.266 6.922 -6.608
Br: 1.991 7.819 -6.577
H: 1.127 5.143 -5.714
H: -0.547 4.969 -6.276
H: -0.281 7.322 -5.757
H: -0.227 7.220 -7.526
Br: -8.300 -8.824 3.681
C: -6.835 -9.972 4.251
C: -5.775 -10.077 3.191
Br: -6.327 -11.252 1.740
H: -7.269 -10.931 4.510
H: -6.432 -9.502 5.144
H: -4.872 -10.527 3.596
H: -5.530 -9.120 2.745


DFT (ωB97M-V with the def2-TZVPD basis set) results for C45H79ClN2O10S as an isolated structure in a non-equilibrium geometry.

Geometry (Å):
C: -1.034 -2.454 1.982
O: -2.317 -2.965 1.695
C: -3.007 -2.216 0.696
C: -3.519 -0.891 1.264
C: -4.445 -0.124 0.279
C: -4.247 1.392 0.527
C: -5.440 2.291 0.135
C: -5.370 3.622 0.944
C: -3.943 4.229 0.885
C: -3.169 4.083 2.210
C: -1.702 3.670 2.006
C: -0.908 3.668 3.338
C: 0.171 2.557 3.344
C: 1.526 3.024 2.740
C: 1.592 2.519 1.300
C: 1.776 1.175 1.092
C: 1.790 0.667 -0.248
C: 1.641 1.480 -1.341
C: 1.629 0.824 -2.721
C: 0.276 0.109 -2.856
O: -0.735 0.663 -2.598
Cl: 0.242 -1.602 -3.376
C: 1.474 2.875 -1.159
N: 1.309 3.805 -2.127
S: 1.199 5.191 -1.305
N: 1.302 4.744 0.241
C: 1.458 3.400 0.190
H: -0.880 -2.470 3.065
H: -0.872 -1.432 1.629
H: -0.235 -3.072 1.552
H: -2.311 -2.040 -0.133
H: -3.876 -2.792 0.366
H: -2.669 -0.220 1.431
H: -4.036 -1.000 2.220
H: -5.486 -0.437 0.372
H: -4.104 -0.332 -0.742
H: -4.086 1.511 1.602
H: -3.376 1.698 -0.053
H: -6.387 1.788 0.352
H: -5.442 2.518 -0.936
H: -6.080 4.312 0.483
H: -5.642 3.382 1.974
H: -4.063 5.302 0.703
H: -3.400 3.830 0.027
H: -3.608 3.298 2.832
H: -3.169 5.025 2.768
H: -1.187 4.296 1.270
H: -1.711 2.649 1.608
H: -1.634 3.429 4.124
H: -0.486 4.652 3.551
H: 0.296 2.253 4.387
H: -0.195 1.717 2.754
H: 2.342 2.517 3.254
H: 1.638 4.105 2.784
H: 1.886 0.460 1.893
H: 1.917 -0.400 -0.400
H: 2.446 0.101 -2.719
H: 1.752 1.557 -3.517
C: 4.159 6.941 -3.006
C: 4.608 8.357 -3.278
O: 5.707 8.598 -3.717
C: 3.619 9.457 -2.975
H: 4.960 6.252 -3.266
H: 3.919 6.822 -1.949
H: 3.280 6.705 -3.610
H: 3.355 9.442 -1.917
H: 2.718 9.326 -3.576
H: 4.066 10.420 -3.214
C: 3.916 -3.560 2.115
C: 3.750 -2.069 2.250
O: 2.666 -1.541 2.112
C: 4.986 -1.273 2.551
H: 2.952 -4.015 1.894
H: 4.610 -3.780 1.302
H: 4.300 -3.978 3.046
H: 5.701 -1.421 1.734
H: 5.422 -1.597 3.498
H: 4.733 -0.215 2.623
C: 4.657 5.695 2.510
C: 5.271 4.544 3.270
O: 4.728 3.465 3.325
C: 6.591 4.800 3.956
H: 3.715 5.376 2.066
H: 4.465 6.529 3.186
H: 5.331 6.019 1.715
H: 6.480 5.597 4.693
H: 7.344 5.086 3.221
H: 6.917 3.894 4.462
C: 6.035 -2.149 -2.361
C: 6.850 -1.912 -1.118
O: 6.356 -2.011 -0.015
C: 8.299 -1.546 -1.302
H: 5.014 -2.402 -2.079
H: 6.020 -1.247 -2.974
H: 6.455 -2.974 -2.938
H: 8.380 -0.620 -1.872
H: 8.821 -2.345 -1.831
H: 8.764 -1.404 -0.328
C: -2.524 -3.236 -6.790
C: -3.307 -2.028 -6.332
O: -4.515 -2.036 -6.298
C: -2.511 -0.816 -5.918
H: -3.214 -4.034 -7.057
H: -1.922 -2.981 -7.663
H: -1.873 -3.584 -5.987
H: -1.907 -0.461 -6.755
H: -1.859 -1.068 -5.080
H: -3.191 -0.024 -5.611
C: -5.279 -7.585 1.883
C: -5.394 -6.105 2.158
O: -6.456 -5.530 2.074
C: -4.130 -5.378 2.540
H: -6.257 -7.982 1.619
H: -4.592 -7.759 1.053
H: -4.913 -8.103 2.771
H: -3.395 -5.455 1.739
H: -3.719 -5.804 3.458
H: -4.351 -4.328 2.709
C: 4.011 -2.584 -6.610
C: 4.595 -3.747 -5.846
O: 5.705 -3.694 -5.367
C: 3.733 -4.977 -5.706
H: 4.731 -1.769 -6.635
H: 3.782 -2.886 -7.633
H: 3.099 -2.237 -6.121
H: 3.493 -5.378 -6.691
H: 2.810 -4.728 -5.180
H: 4.271 -5.733 -5.138
C: -9.993 -6.331 4.087
C: -9.261 -6.227 5.403
O: -9.817 -6.439 6.456
C: -7.803 -5.847 5.341
H: -11.028 -6.610 4.272
H: -9.970 -5.371 3.571
H: -9.525 -7.090 3.459
H: -7.693 -4.867 4.874
H: -7.250 -6.588 4.763
H: -7.396 -5.807 6.350


DFT (ωB97M-V with the def2-TZVPD basis set) results for a 8-piece molecular cluster, C45H79F3N7 overall in a non-equilibrium geometry.

Geometry (Å):
C: -4.257 2.313 1.440
C: -4.555 2.203 -0.042
C: -3.731 1.117 -0.969
C: -4.774 -0.073 -1.503
C: -4.446 -0.347 -3.095
C: -2.871 -0.658 -3.425
C: -2.814 -2.238 -3.966
C: -1.287 -2.834 -4.045
C: -1.215 -4.200 -3.142
C: 0.048 -4.284 -2.101
C: 0.365 -2.905 -1.274
C: 1.985 -2.583 -1.535
C: 2.316 -2.184 -3.100
C: 2.515 -0.560 -3.319
C: 1.391 0.368 -2.563
C: 1.855 0.893 -1.071
C: -4.536 -1.473 -0.625
F: -3.108 -1.844 -0.486
F: -5.131 -1.369 0.744
F: -5.245 -2.610 -1.296
H: -4.506 1.436 2.209
H: -3.755 3.281 1.924
H: -5.388 2.861 -0.575
H: -2.838 0.698 -0.339
H: -3.278 1.657 -1.914
H: -4.886 0.595 -3.680
H: -5.091 -1.271 -3.473
H: -2.427 0.090 -4.240
H: -2.147 -0.593 -2.503
H: -3.558 -2.877 -3.313
H: -3.287 -2.196 -5.056
H: -1.076 -3.117 -5.185
H: -0.506 -2.008 -3.767
H: -1.069 -5.100 -3.913
H: -2.232 -4.445 -2.582
H: -0.244 -5.102 -1.282
H: 1.033 -4.699 -2.614
H: -0.327 -1.994 -1.545
H: 0.272 -3.050 -0.103
H: 2.435 -1.847 -0.741
H: 2.524 -3.633 -1.352
H: 3.373 -2.685 -3.340
H: 1.567 -2.673 -3.883
H: 2.493 -0.315 -4.466
H: 3.605 -0.299 -2.926
H: 1.270 1.349 -3.227
H: 0.349 -0.166 -2.577
H: 2.153 2.024 -1.136
H: 0.905 0.805 -0.374
H: 2.789 0.306 -0.662
C: -4.845 7.573 4.247
C: -3.664 6.791 3.681
C: -3.736 6.622 2.162
C: -4.996 5.860 1.788
N: -6.042 5.227 1.478
H: -5.794 7.056 4.071
H: -4.738 7.693 5.330
H: -4.907 8.570 3.797
H: -3.627 5.806 4.163
H: -2.736 7.312 3.940
H: -2.861 6.068 1.804
H: -3.745 7.599 1.666
C: -0.975 8.881 7.964
C: -0.289 7.536 7.751
C: -0.815 6.787 6.525
C: -2.300 6.510 6.691
N: -3.533 6.280 6.828
H: -2.047 8.763 8.152
H: -0.548 9.392 8.833
H: -0.848 9.530 7.090
H: -0.426 6.921 8.649
H: 0.788 7.700 7.635
H: -0.283 5.837 6.407
H: -0.658 7.378 5.616
C: 8.106 2.580 -4.107
C: 7.668 1.228 -4.661
C: 6.179 0.951 -4.446
C: 5.866 0.947 -2.958
N: 5.607 0.944 -1.724
H: 7.968 2.637 -3.023
H: 9.169 2.747 -4.308
H: 7.539 3.396 -4.570
H: 8.265 0.440 -4.185
H: 7.887 1.195 -5.733
H: 5.912 -0.022 -4.872
H: 5.570 1.716 -4.940
C: -1.695 0.531 5.500
C: -2.752 1.631 5.478
C: -2.205 2.972 4.984
C: -1.090 3.442 5.904
N: -0.166 3.832 6.668
H: -0.880 0.768 6.191
H: -2.137 -0.414 5.831
H: -1.268 0.377 4.502
H: -3.165 1.747 6.488
H: -3.576 1.319 4.827
H: -3.003 3.722 4.974
H: -1.815 2.877 3.965
C: -1.645 -8.931 -3.381
C: -0.422 -8.729 -4.269
C: 0.897 -8.910 -3.516
C: 0.990 -7.893 -2.390
N: 1.066 -7.049 -1.456
H: -1.685 -8.192 -2.574
H: -2.563 -8.820 -3.967
H: -1.645 -9.931 -2.934
H: -0.464 -7.725 -4.708
H: -0.462 -9.444 -5.098
H: 1.742 -8.769 -4.198
H: 0.965 -9.920 -3.096
C: 5.472 -3.553 -8.315
C: 4.415 -2.453 -8.337
C: 4.962 -1.112 -8.831
C: 6.077 -0.642 -7.911
N: 7.002 -0.253 -7.148
H: 6.287 -3.316 -7.624
H: 5.030 -4.498 -7.984
H: 5.899 -3.707 -9.313
H: 4.003 -2.338 -7.328
H: 3.591 -2.765 -8.988
H: 4.164 -0.362 -8.841
H: 5.352 -1.208 -9.850
C: -0.287 -1.263 9.221
C: -0.554 -2.687 8.743
C: 0.712 -3.401 8.267
C: 1.320 -2.644 7.098
N: 1.824 -2.015 6.128
H: 0.099 -0.631 8.415
H: -1.214 -0.802 9.579
H: 0.437 -1.254 10.044
H: -1.292 -2.656 7.932
H: -1.001 -3.259 9.563
H: 0.471 -4.421 7.948
H: 1.447 -3.464 9.077

Total charge ... -1


The records above give, respectively, total energy values of -2298987.7187 -94758.5501 -66512.2851 eV.
The records above give, respectively, M values of 3255.1 875.7 775.2 g mol⁻¹.